w | The following is a quantum chemistry calculation of 5 unconnected molecules or ions with the total composition H11NO4, from the OMol25 dataset.

## Properties
frontier orbital gap = 10.850 eV
lowest unoccupied orbital energy = 0.24 eV
charge = 0

Atoms and positions in Å:
O: -1.024 -0.706 1.848
O: 1.606 0.255 1.870
O: 0.993 -2.116 -1.472
O: 0.224 2.400 -1.341
N: -1.605 0.295 -1.056
H: -2.472 0.798 -0.932
H: -1.834 -0.239 -1.899
H: -0.398 2.062 -1.984
H: 0.210 1.725 -0.663
H: -0.663 -1.596 1.796
H: 0.661 0.225 1.686
H: 1.081 -1.812 -0.560
H: -1.355 -0.546 2.735
H: 1.977 1.131 1.950
H: -1.634 -0.461 -0.373
H: 1.394 -1.373 -1.927



x | The following is a quantum chemistry calculation of 5 unconnected molecules or ions with the total composition H11NO4, from the OMol25 dataset.

## Properties
frontier orbital gap = 10.673 eV
lowest unoccupied orbital energy = 0.09 eV
charge = 0

Atoms and positions in Å:
O: -3.716 -0.757 1.012
O: -0.815 -0.719 3.700
O: 0.286 3.423 -2.715
O: 0.373 0.298 -1.764
N: 2.474 -1.788 -0.335
H: 0.540 -0.652 -1.707
H: -2.960 -0.162 0.942
H: -0.386 -0.747 2.837
H: 0.705 2.581 -2.514
H: 0.958 4.104 -2.634
H: 3.029 -2.620 -0.471
H: 2.719 -1.132 -1.066
H: -1.456 -0.006 3.623
H: -3.922 -0.825 1.949
H: 2.690 -1.357 0.553
H: -0.521 0.358 -1.410



Ranked by calculated energy, most stable first: w, x.



w | The following is a quantum chemistry calculation of C3H3NO2 in the gas phase, from the OMol25 dataset.

## Properties
frontier orbital gap = 9.975 eV
lowest unoccupied orbital energy = 0.65 eV
charge = 0

Atoms and positions in Å:
O: -1.567 -0.671 1.040
O: -0.621 0.538 -0.612
N: 0.727 0.888 -1.135
C: 0.774 -0.618 0.564
C: 1.503 0.112 -0.477
C: -0.483 -0.202 0.392
H: 2.564 0.321 -0.575
H: 1.379 -1.188 1.247
H: -2.293 -0.034 0.975



x | The following is a quantum chemistry calculation of C3H3NO2 in the gas phase, from the OMol25 dataset.

## Properties
frontier orbital gap = 9.106 eV
lowest unoccupied orbital energy = 0.80 eV
charge = 0

Atoms and positions in Å:
O: 0.867 1.056 0.089
O: -2.189 -0.247 0.072
N: -0.969 -0.097 -0.015
C: -0.424 1.121 -0.032
C: 1.217 -0.261 0.006
C: 0.061 -0.982 0.007
H: 2.172 -0.646 -0.044
H: 0.063 -2.075 0.070
H: -0.798 2.131 -0.153



Ranked by calculated energy, most stable first: w, x.



w | The following is a quantum chemistry calculation of 2 unconnected molecules or ions with the total composition C3H3NO2, from the OMol25 dataset.

## Properties
frontier orbital gap = 9.249 eV
lowest unoccupied orbital energy = -0.03 eV
charge = 0

Atoms and positions in Å:
O: 1.565 -0.062 -0.064
O: -0.488 0.945 -0.275
N: -0.453 -1.967 0.645
C: -1.603 -2.022 0.635
C: 0.922 2.123 -1.071
C: 0.747 0.909 -0.384
H: 1.029 -0.823 0.255
H: 0.954 2.963 -0.364
H: -2.673 -2.066 0.623



x | The following is a quantum chemistry calculation of C3H3NO2 in the gas phase, from the OMol25 dataset.

## Properties
frontier orbital gap = 10.440 eV
lowest unoccupied orbital energy = -0.83 eV
charge = 0

Atoms and positions in Å:
O: 0.284 1.360 -0.912
O: -1.848 0.398 0.152
N: 2.742 -0.933 -0.321
C: 0.429 0.282 -0.371
C: 1.732 -0.389 -0.369
C: -0.699 -0.325 0.430
H: -1.513 1.180 -0.333
H: -0.347 -0.209 1.471
H: -0.853 -1.400 0.268



Ranked by calculated energy, most stable first: x, w.



w | The following is a quantum chemistry calculation of 2 unconnected molecules or ions with the total composition C3H3NO2, from the OMol25 dataset.

## Properties
frontier orbital gap = 12.577 eV
lowest unoccupied orbital energy = 0.59 eV
charge = 0

Atoms and positions in Å:
O: 2.706 1.178 0.397
O: 2.590 -0.794 -0.757
N: 0.004 1.151 -0.939
C: 2.635 0.199 -0.189
C: -0.716 0.457 -0.383
C: -1.629 -0.386 0.332
H: -2.313 0.228 0.914
H: -2.203 -0.986 -0.375
H: -1.073 -1.047 1.000



x | The following is a quantum chemistry calculation of C3H3NO2 in the gas phase, from the OMol25 dataset.

## Properties
frontier orbital gap = 12.225 eV
lowest unoccupied orbital energy = 0.66 eV
charge = 0

Atoms and positions in Å:
O: 1.570 0.129 1.215
O: 0.531 0.038 -0.797
N: -2.456 1.212 0.355
C: 1.551 0.338 0.034
C: -1.635 0.434 0.118
C: -0.606 -0.570 -0.189
H: -1.000 -1.285 -0.913
H: 2.362 0.790 -0.553
H: -0.317 -1.086 0.730



Ranked by calculated energy, most stable first: w, x.



w | The following is a quantum chemistry calculation of C3H7NOS in the gas phase, from the OMol25 dataset.

## Properties
frontier orbital gap = 9.774 eV
lowest unoccupied orbital energy = 0.63 eV
charge = 0

Atoms and positions in Å:
S: -2.623 -0.856 0.430
O: 1.236 2.201 0.358
N: 1.970 0.182 -0.413
C: -0.705 -0.532 0.474
C: 1.020 1.061 -0.125
C: -0.392 0.556 -0.541
H: 2.989 0.354 -0.090
H: -2.650 -1.919 1.345
H: -0.503 -0.582 1.538
H: 1.858 -0.525 -0.995
H: -0.456 -1.536 0.047
H: -1.184 1.424 -0.487
H: -0.560 0.172 -1.541



x | The following is a quantum chemistry calculation of C3H7NOS in the gas phase, from the OMol25 dataset.

## Properties
frontier orbital gap = 9.496 eV
lowest unoccupied orbital energy = 0.76 eV
charge = 0

Atoms and positions in Å:
S: -2.516 -0.649 -0.387
O: 0.765 -1.481 0.580
N: 2.118 -0.191 -0.559
C: -0.283 0.783 -0.069
C: -1.443 0.366 0.816
C: 0.938 -0.408 0.118
H: 0.197 1.921 0.137
H: -1.696 -1.699 -0.852
H: 2.927 -0.850 -0.379
H: 2.272 0.789 -0.698
H: -0.385 0.702 -1.323
H: -2.159 1.262 1.128
H: -0.736 -0.544 1.486



Ranked by calculated energy, most stable first: w, x.



w | The following is a quantum chemistry calculation of a molecular structure, C3H7NOS, from the OMol25 dataset.

## Properties
frontier orbital gap = 9.952 eV
lowest unoccupied orbital energy = 0.69 eV
charge = 0

Atoms and positions in Å:
S: 0.631 2.378 1.614
O: -0.851 -0.465 -0.756
N: 0.406 -0.776 -0.247
C: 0.086 0.678 1.892
C: -0.867 -1.039 -2.087
C: 0.678 -0.193 0.879
H: -0.970 0.603 1.824
H: -1.055 -2.137 -2.316
H: -1.889 -0.620 -2.253
H: 0.154 -0.450 -2.611
H: 0.982 2.059 0.163
H: 2.005 -0.346 0.951
H: 0.691 0.306 2.948



x | The following is a quantum chemistry calculation of C3H7NOS in the gas phase, from the OMol25 dataset.

## Properties
frontier orbital gap = 9.600 eV
lowest unoccupied orbital energy = 0.76 eV
charge = 0

Atoms and positions in Å:
S: 2.658 -0.508 0.080
O: 0.063 -1.503 -0.266
N: 1.806 0.932 -0.277
C: 0.546 0.887 -0.152
C: -1.774 0.035 0.028
C: -0.314 -0.288 0.385
H: -2.192 0.790 0.759
H: 3.849 0.063 0.357
H: -1.845 0.404 -0.974
H: 0.073 1.893 -0.255
H: -2.485 -0.823 0.116
H: -0.119 -1.472 -1.248
H: -0.265 -0.409 1.447



Ranked by calculated energy, most stable first: x, w.